# 1
ORCA calculation (the ωB97M-V functional and the def2-TZVPD basis) on C49H54LaN7P2 as an isolated structure.

XYZ file:
```
113
Properties=species:S:1:pos:R:3:forces:R:3
La 0.291713 -0.526626 0.952936 0.0880 -0.4395 -0.5851
C 7.118886 -1.380299 4.859594 -0.0266 0.0464 -0.0007
C 6.779398 -0.084019 4.486205 0.0066 -0.0209 -0.0163
C 5.604399 0.155674 3.789467 0.0397 -0.0201 -0.0003
C 4.753954 -0.899268 3.457054 -0.1040 0.0545 0.0059
C 5.106450 -2.194067 3.826900 0.0263 -0.0474 0.0261
C 6.281943 -2.435255 4.529181 -0.0304 -0.0002 -0.0251
P 3.156314 -0.658087 2.595498 -0.0071 0.2686 0.0748
C 3.519361 0.838825 1.579531 0.0732 -0.1143 0.0006
C 4.459706 0.708193 0.550896 0.0197 0.0872 0.0232
C 4.795154 1.791791 -0.242406 -0.0073 -0.0033 0.0404
C 4.167322 3.020708 -0.046445 0.0678 -0.0153 0.0163
C 3.208924 3.152276 0.944663 0.0126 -0.0373 -0.0148
C 2.888636 2.066726 1.760531 -0.0417 0.0808 -0.0710
C 2.002366 0.034791 3.843431 0.0095 -0.1759 0.2659
C 2.387832 0.325162 5.152613 -0.0016 0.0247 -0.0550
C 1.446713 0.796926 6.060227 0.0241 -0.0173 -0.0483
C 0.131084 0.964069 5.653317 0.0195 0.0117 0.0250
C -0.233163 0.659727 4.345627 -0.0170 -0.0109 -0.0075
C 0.669318 0.179244 3.385700 0.2894 0.1499 0.5747
H 8.035856 -1.564693 5.406403 -0.0264 0.0065 -0.0294
H 7.433794 0.742030 4.737873 -0.0228 -0.0242 -0.0020
H 5.347816 1.168190 3.500088 -0.0107 -0.0148 0.0092
H 4.456777 -3.020109 3.558898 0.0140 0.0170 0.0103
H 6.546706 -3.447700 4.809736 -0.0233 0.0350 -0.0077
H 4.930558 -0.254943 0.379669 0.0017 0.0446 0.0005
H 5.531216 1.677346 -1.029577 -0.0277 0.0050 0.0357
H 4.423175 3.868689 -0.670586 -0.0019 -0.0355 0.0120
H 2.716379 4.104696 1.099219 -0.0029 -0.0120 0.0134
H 2.157945 2.183234 2.552077 0.0226 0.0243 0.0211
H 3.413931 0.180612 5.474035 -0.0271 0.0070 -0.0213
H 1.741361 1.024186 7.077620 -0.0058 -0.0044 -0.0093
H -0.613264 1.325642 6.356045 0.0395 -0.0236 -0.0206
H -1.279215 0.790770 4.077777 -0.0118 0.0011 -0.0069
N 2.790071 -6.446755 -7.670662 -0.0226 0.0703 0.1081
C 2.594268 -5.826160 -6.722517 -0.0140 0.0369 0.0703
C 2.349313 -5.044569 -5.532648 0.0401 -0.0566 -0.0951
C 3.418626 -4.628019 -4.742670 0.0315 -0.0138 -0.0142
C 3.180887 -3.869662 -3.608919 0.0314 0.0001 0.0073
C 1.881107 -3.528081 -3.251053 0.0136 0.0546 0.0413
C 0.817069 -3.954453 -4.038011 -0.0407 -0.0037 0.0022
C 1.045880 -4.706625 -5.177859 -0.0409 -0.0222 -0.0334
C 1.621145 -2.709114 -2.024038 -0.0167 0.0690 0.0017
C 1.849014 -1.330194 -2.162307 -0.0108 -0.0315 -0.0585
C 2.320188 -0.693596 -3.346590 0.0136 0.0020 0.0007
C 2.477240 0.642829 -3.053203 -0.0166 0.0030 -0.0590
C 2.084614 0.784472 -1.706139 0.0059 0.0285 0.0982
N 1.708833 -0.368713 -1.163635 0.1133 -0.0831 -0.1226
C 1.197677 -3.436929 -0.909337 0.0086 -0.0163 -0.0227
C 1.114266 -4.858506 -0.837067 -0.0038 -0.0322 -0.0015
C 0.702055 -5.175650 0.435362 -0.0025 -0.0346 -0.0313
C 0.538182 -3.940400 1.101320 0.0278 0.0377 -0.0104
N 0.830995 -2.906596 0.322644 0.0238 -0.0717 -0.0032
H 4.427876 -4.900869 -5.021858 -0.0186 0.0145 0.0114
H 4.006661 -3.540271 -2.989589 -0.0253 -0.0088 -0.0314
H -0.194427 -3.693074 -3.750219 0.0332 -0.0090 -0.0183
H 0.220750 -5.037352 -5.794993 0.0131 0.0163 0.0185
H 2.520160 -1.182122 -4.288533 -0.0090 0.0283 0.0499
H 2.822307 1.430310 -3.706654 -0.0140 -0.0551 0.0354
H 2.088114 1.701522 -1.124011 -0.0512 -0.1077 -0.0460
H 1.350669 -5.542220 -1.638386 -0.0166 0.0192 0.0540
H 0.533305 -6.155967 0.853723 0.0161 0.0543 -0.0276
H 0.218416 -3.794128 2.126965 0.0006 0.0054 -0.0263
N -1.834174 -0.467895 0.243124 0.0321 0.2567 -0.0736
P -2.651910 0.746981 -0.220106 -0.7587 0.0959 -0.2009
N -1.974013 1.636071 -1.480258 0.2936 -0.0770 -0.1002
C -2.241193 3.038465 -1.800548 -0.0171 -0.1190 -0.0700
C -2.874694 3.232020 -3.178197 0.0301 -0.0471 0.0019
C -2.085823 2.500396 -4.259954 0.0376 -0.0165 0.0492
C -1.946961 1.026889 -3.885697 -0.0615 0.0566 0.0549
C -1.249548 0.909793 -2.535154 -0.1867 0.1953 -0.0029
N -2.964436 1.988542 0.892699 0.0423 -0.1158 0.2278
C -3.831841 1.584165 2.020290 0.0743 0.1939 -0.1409
C -4.261558 2.811101 2.811288 0.0717 0.0546 -0.0487
C -3.040129 3.560976 3.337695 -0.0038 -0.0216 -0.0355
C -2.096875 3.894513 2.185366 -0.0747 0.0229 0.0062
C -1.746959 2.639795 1.399388 -0.1276 -0.0359 -0.0136
N -4.206724 0.288761 -0.660098 0.0401 -0.0903 0.0079
C -4.360822 -1.084188 -1.177159 -0.0555 0.0916 0.0384
C -5.802363 -1.319689 -1.625397 -0.0397 0.0622 0.0445
C -6.764769 -0.653386 -0.646814 0.0631 0.0202 -0.0411
C -6.586623 0.874793 -0.695479 -0.0084 -0.0164 0.0048
C -5.178207 1.247385 -1.173683 0.0409 -0.1260 0.0791
H -1.292689 3.595605 -1.779242 0.0405 -0.0206 0.0185
H -2.887580 3.460856 -1.034084 0.0440 -0.0046 0.0651
H -2.933065 4.302482 -3.392276 0.0023 -0.0102 0.0024
H -3.896494 2.847280 -3.158596 -0.0385 0.0133 -0.0102
H -1.082492 2.938228 -4.333830 -0.0238 0.0021 -0.0350
H -2.560569 2.622823 -5.235125 -0.0186 -0.0137 0.0024
H -1.373236 0.481321 -4.638583 0.0076 0.0040 0.0003
H -2.940569 0.566572 -3.822937 0.0335 -0.0116 -0.0241
H -0.241363 1.323015 -2.642448 0.0429 0.0412 0.0528
H -1.142448 -0.130296 -2.236737 0.0053 -0.0634 0.0739
H -3.294792 0.892149 2.682456 0.0516 -0.0724 0.0172
H -4.692582 1.049822 1.625246 0.0028 -0.0031 -0.0325
H -4.915849 2.507776 3.631082 0.0034 -0.0109 0.0101
H -4.837745 3.468264 2.152165 -0.0329 -0.0022 0.0179
H -2.511236 2.924551 4.054978 0.0024 0.0133 0.0282
H -3.335154 4.467691 3.869317 -0.0054 -0.0017 -0.0061
H -1.181047 4.362361 2.553348 0.0064 -0.0087 0.0081
H -2.583417 4.601871 1.506389 0.0224 0.0299 0.0065
H -1.188901 1.959353 2.065817 -0.0066 -0.0580 0.0237
H -1.091465 2.891359 0.566400 -0.0021 0.0104 -0.1207
H -4.101759 -1.778060 -0.377939 0.0378 0.0055 0.0235
H -3.672452 -1.289791 -2.007883 -0.0020 0.0470 -0.0018
H -5.980611 -2.393835 -1.687001 -0.0030 -0.0133 -0.0140
H -5.963915 -0.913766 -2.629041 -0.0066 -0.0256 0.0104
H -6.546869 -1.022699 0.359372 -0.0065 0.0112 -0.0157
H -7.797190 -0.924841 -0.870288 -0.0120 -0.0040 0.0218
H -6.764088 1.302183 0.294052 -0.0180 0.0040 -0.0150
H -7.317477 1.324165 -1.373474 0.0007 -0.0033 0.0189
H -4.912523 2.241153 -0.815163 0.0269 0.0310 -0.0175
H -5.155408 1.283367 -2.270189 0.0260 -0.0111 -0.0275
```
Positions in Å, forces in eV/Å.

Results
Lowest unoccupied orbital energy (spin up / spin down) ... -0.0277 / -0.0277 Ha
M ... 941.87 g/mol
Gap between HOMO and LUMO (spin up / spin down) ... 6.9 / 6.9 eV
Energy above the lowest of the compared OMol25 structures with the same formula, charge and spin ... 0.000 eV

Atom charges from the Mulliken analysis, given in e for atoms 1 to 5: number 1, La, carries 0.187; number 2, C, carries -0.461; number 3, C, carries -0.677; number 4, C, carries -0.112; number 5, C, carries -0.225



# 2
ORCA calculation (the ωB97M-V functional and the def2-TZVPD basis) on a 3-piece molecular cluster, C3H8O2 overall.

XYZ file:
```
13
Properties=species:S:1:pos:R:3:forces:R:3
C -1.465161 -0.691118 -0.150813 0.0831 -0.0956 -0.1254
C -0.852834 -1.287007 -1.171147 -0.1188 0.0583 0.0949
H -1.524398 0.390961 -0.053436 0.0012 -0.2421 -0.0664
H -1.914592 -1.272454 0.653009 0.0738 0.0591 -0.1488
H -0.409514 -0.713389 -1.983709 -0.0769 -0.0763 0.1448
H -0.781523 -2.370701 -1.244333 -0.0391 0.1704 0.0140
C 1.712057 -0.082156 0.089958 0.1108 0.3040 -0.1449
O 1.871086 1.031176 -0.356722 -0.0629 -0.5153 0.1846
H 1.109733 -0.269166 0.994370 0.0578 0.0609 -0.0744
H 2.166643 -0.967701 -0.389854 -0.0299 0.1093 0.0179
O -0.343281 2.075997 1.078201 0.1364 0.0698 0.1515
H -0.035745 2.151405 1.988203 -0.0698 0.0726 -0.1038
H 0.467527 2.004157 0.546277 -0.0658 0.0250 0.0559
```
Positions in Å, forces in eV/Å.

Results
Lowest unoccupied orbital energy ... 0.0220 Ha
M ... 76.09 g/mol
Gap between HOMO and LUMO ... 10.8 eV
SMILES string ... C=C.C=O.O
Energy above the lowest of the compared OMol25 structures with the same formula, charge and spin ... 2.052 eV

Atom charges from the Mulliken analysis, given in e for atoms 1 to 5: number 1, C, carries -0.473; number 2, C, carries -0.539; number 3, H, carries 0.240; number 4, H, carries 0.239; number 5, H, carries 0.305



- Number 2 is which compound?
  C3H8O2